No. 1
Formula: C5H6O2
Source: the OMol25 dataset
Level of theory: ωB97M-V/def2-TZVPD

## Properties
SMILES: O=C1CO[C@H]2C[C@@H]12
LUMO energy: 0.88 eV

ORCA input file:
```
! RIJCOSX wB97M-V def2-TZVPD def2/J DEFGRID3
* xyz 0 1
O 1.13 2.10 0.43
C 0.65 1.02 0.17
C 1.46 -0.27 -0.06
O 0.68 -1.12 -0.90
C -0.66 -0.78 -0.81
C -1.21 -0.61 0.55
C -0.76 0.70 -0.01
H 1.67 -0.74 0.91
H 2.40 -0.07 -0.57
H -1.02 -0.03 -1.53
H -0.58 -0.94 1.37
H -2.27 -0.75 0.70
H -1.49 1.48 -0.23
*
```

Mulliken atomic charge list, values in e, 2 entries: atom 1 (O): -0.5858, atom 2 (C): 0.5125



No. 2
Formula: C5H6O2
Source: the OMol25 dataset
Level of theory: ωB97M-V/def2-TZVPD

## Properties
LUMO energy: -0.54 eV

ORCA input file:
```
! RIJCOSX wB97M-V def2-TZVPD def2/J DEFGRID3
* xyz 0 1
C 0.32 1.29 -1.01
C 0.17 0.27 0.10
O -1.07 -0.44 -0.17
C -1.68 -0.97 0.89
O -1.33 -0.87 2.04
C 1.91 -1.40 -0.81
C 1.31 -0.73 0.13
H 0.25 0.79 -1.98
H 1.31 1.76 -0.95
H -0.45 2.07 -0.95
H 0.08 0.75 1.07
H -2.58 -1.50 0.55
H 1.76 -1.03 1.09
*
```

Mulliken atomic charge list, values in e, 2 entries: atom 1 (C): -1.3465, atom 2 (C): 0.2886



No. 3
Formula: C5H6O2
Source: the OMol25 dataset
Level of theory: ωB97M-V/def2-TZVPD

## Properties
SMILES: CC1C=C1.O=C=O
LUMO energy: 0.70 eV

ORCA input file:
```
! RIJCOSX wB97M-V def2-TZVPD def2/J DEFGRID3
* xyz 0 1
C 0.50 0.69 -1.42
C 0.50 -0.46 -0.41
C -0.63 -0.84 0.41
C -0.73 -1.78 -0.47
H -0.49 1.16 -1.49
H 0.76 0.25 -2.38
H 1.24 1.48 -1.21
H 1.52 -0.72 -0.08
H -1.00 -0.40 1.34
H -1.29 -2.67 -0.80
O 0.69 1.14 1.34
C -0.16 1.03 2.13
O -0.91 1.11 3.02
*
```

Mulliken atomic charge list, values in e, 2 entries: atom 1 (C): -1.0620, atom 2 (C): -0.0533



Number 1: gap between HOMO and LUMO 10.05 eV, E -9373.9870 eV. Number 2: gap between HOMO and LUMO 10.16 eV, E -9373.2840 eV. Number 3: gap between HOMO and LUMO 9.76 eV, E -9373.6273 eV.